No. 1
13
Properties=species:S:1:pos:R:3 method="wB97M-V/def2-TZVPD" molar_mass_da=234.92 homo_lumo_gap_ev="6.3386 / 8.6148" total_energy_ha=-381.4073 largest_force_ha_per_bohr=0.180 homo_energy_ev="-15.133 / -17.581" spin_multiplicity=2 total_charge=+2 de_lowest_kj_mol=0.00
La 0.2410 1.9274 0.1762
O 0.0968 -1.9391 0.2438
O 1.2704 0.0463 -0.9258
O -1.0919 -0.0535 -0.1298
C -1.2429 -2.2303 -0.1779
C -1.9710 -1.0097 0.3897
C 0.8141 -1.0040 -0.3963
Li -2.1002 1.0956 -1.2399
H -1.2948 -2.2151 -1.2765
H -2.9756 -0.8997 -0.0432
H -1.9853 -0.9981 1.4906
H -1.5544 -3.1479 0.3307
H 1.7003 -1.6776 -0.5388

---

No. 2
9
Properties=species:S:1:pos:R:3 method="wB97M-V/def2-TZVPD" molar_mass_da=55.08 homo_lumo_gap_ev=10.7505 total_energy_ha=-171.9527 largest_force_ha_per_bohr=0.076 homo_energy_ev=-9.839 smiles=C#CCN total_charge=0 de_lowest_kj_mol=268.72
N -1.4027 -0.5448 0.1035
C 0.7617 0.2972 -0.2423
C 0.0435 -0.7890 0.4086
C 1.0369 1.4413 -0.5574
H -1.8374 -1.5928 0.0486
H 0.4443 -0.7353 1.4211
H 0.2355 -1.7954 -0.0528
H 1.6809 2.3103 -0.8010
H -1.7564 -0.0700 1.0063

---

No. 3
9
Properties=species:S:1:pos:R:3 method="wB97M-V/def2-TZVPD" molar_mass_da=55.08 homo_lumo_gap_ev="8.9775 / 8.9750" total_energy_ha=-171.8649 largest_force_ha_per_bohr=0.142 homo_energy_ev="-9.043 / -9.040" total_charge=0 de_lowest_kj_mol=499.23
N 1.2440 0.9849 -0.4688
C 0.5761 0.5047 0.6796
C 0.3253 0.4782 -1.2225
C -0.6840 -0.0269 -0.2389
H 0.3291 0.2865 -2.2582
H 0.6898 0.8212 1.6181
H -0.9985 -1.0714 -0.4626
H -1.6693 0.4917 -0.1801
H 1.3566 -1.1916 0.8269

---

No. 4
9
Properties=species:S:1:pos:R:3 method="wB97M-V/def2-TZVPD" molar_mass_da=55.08 homo_lumo_gap_ev=9.1579 total_energy_ha=-171.8432 largest_force_ha_per_bohr=0.095 homo_energy_ev=-8.733 total_charge=0 de_lowest_kj_mol=556.19
N 1.9183 0.6637 -0.3375
C 0.6081 0.0302 -0.2089
C -0.7102 0.5668 0.2303
C 1.7950 -0.3236 0.4579
H -0.9060 1.6795 -0.0390
H -1.4004 -0.0874 -0.1124
H 0.2844 -1.2937 -1.6046
H -0.6145 0.6768 1.3100
H 2.4532 -1.0850 0.7078

---

No. 5
9
Properties=species:S:1:pos:R:3 method="wB97M-V/def2-TZVPD" molar_mass_da=55.08 homo_lumo_gap_ev=10.3536 total_energy_ha=-172.0109 largest_force_ha_per_bohr=0.006 homo_energy_ev=-9.486 smiles="C=CN=C" total_charge=0 de_lowest_kj_mol=115.96
N -0.4797 0.5642 -0.1031
C 0.2041 -1.6709 -0.5825
C -0.1598 1.6362 0.4859
C 0.3556 -0.5524 0.1089
H 0.7583 1.7059 1.0806
H -0.7853 2.5195 0.4072
H 0.8738 -2.5050 -0.4307
H -0.5820 -1.7483 -1.3212
H 1.1107 -0.4471 0.8893

---

No. 6
9
Properties=species:S:1:pos:R:3 method="wB97M-V/def2-TZVPD" molar_mass_da=55.08 homo_lumo_gap_ev="7.7536 / 8.7199" total_energy_ha=-171.8355 largest_force_ha_per_bohr=0.061 homo_energy_ev="-8.707 / -8.999" total_charge=0 de_lowest_kj_mol=576.38
N 1.6393 0.9647 -0.0992
C 1.7410 -0.5769 0.0314
C -1.9169 0.4186 -0.0117
C 0.5833 0.3427 -0.1961
H -2.2348 -0.1809 -0.8359
H 2.0930 -0.9902 -0.9002
H -2.0960 1.5076 0.1628
H -1.7815 -0.3857 0.7790
H 1.9727 -1.0999 1.0700

---

No. 7
10
Properties=species:S:1:pos:R:3 method="wB97M-V/def2-TZVPD" molar_mass_da=69.09 homo_lumo_gap_ev="6.7458 / 6.7401" total_energy_ha=-226.2946 largest_force_ha_per_bohr=0.068 homo_energy_ev="-12.242 / -12.238" total_charge=+1 de_lowest_kj_mol=781.89
N -0.7496 0.9950 0.6372
N 0.0151 -1.0362 -0.8041
C -1.2173 2.0601 0.8105
C 0.9241 -1.4606 0.3081
C 0.2239 0.1416 0.1563
H -0.9161 -1.4489 -0.6635
H 1.2368 0.5652 0.0598
H 0.3836 -1.0220 -1.8362
H -1.8942 2.8161 1.2747
H 1.9935 -1.6101 0.0573

---

No. 8
10
Properties=species:S:1:pos:R:3 method="wB97M-V/def2-TZVPD" molar_mass_da=69.09 homo_lumo_gap_ev=10.1416 total_energy_ha=-226.4020 largest_force_ha_per_bohr=0.062 homo_energy_ev=-16.084 total_charge=+1 de_lowest_kj_mol=499.89
N 0.0838 0.2448 1.4899
N -1.7838 1.2643 0.3493
C -0.9468 0.7118 0.9304
C 2.2339 0.4734 0.1682
C 1.2026 0.3401 0.8675
H -2.7173 1.4436 0.2876
H -1.6798 -2.2793 -1.7499
H -1.8663 -2.9930 -2.0591
H 3.0329 1.1220 0.2998
H 2.4407 -0.3278 -0.5836

---

Please write out number 3 again, unchanged.
9
Properties=species:S:1:pos:R:3 method="wB97M-V/def2-TZVPD" molar_mass_da=55.08 homo_lumo_gap_ev="8.9775 / 8.9750" total_energy_ha=-171.8649 largest_force_ha_per_bohr=0.142 homo_energy_ev="-9.043 / -9.040" total_charge=0 de_lowest_kj_mol=499.23
N 1.2440 0.9849 -0.4688
C 0.5761 0.5047 0.6796
C 0.3253 0.4782 -1.2225
C -0.6840 -0.0269 -0.2389
H 0.3291 0.2865 -2.2582
H 0.6898 0.8212 1.6181
H -0.9985 -1.0714 -0.4626
H -1.6693 0.4917 -0.1801
H 1.3566 -1.1916 0.8269